Record 1
The following is a DFT calculation (the ωB97M-V functional and the def2-TZVPD basis) of C6H10O in the gas phase.

```
17
Properties=species:S:1:pos:R:3:forces:R:3
H 0.570 -0.925 1.094 0.0 0.1 -0.1
H 2.759 0.187 0.900 -0.1 0.0 -0.1
O 0.138 -0.790 -0.904 0.0 0.0 0.0
C -1.983 -0.131 0.051 0.1 0.2 0.0
C 0.088 1.109 0.597 0.0 0.0 0.0
H -1.643 -1.438 -1.596 0.1 0.0 0.1
C -1.410 0.974 0.522 -0.1 -0.2 0.0
C 2.239 -0.146 -0.005 0.0 0.0 0.0
C -1.181 -1.206 -0.630 -0.2 -0.1 0.0
H 2.455 0.557 -0.817 0.0 -0.1 0.1
H -1.173 -2.140 -0.038 0.0 0.2 -0.1
H 0.370 1.379 1.624 0.0 0.0 -0.1
H -2.025 1.794 0.888 0.1 -0.2 0.1
H 0.444 1.929 -0.044 0.0 -0.3 0.0
H -3.060 -0.270 0.102 0.1 0.1 -0.1
H 2.632 -1.129 -0.284 -0.1 0.2 0.0
C 0.747 -0.233 0.250 0.1 0.1 0.2
```
Positions in Å, forces in eV/Å.

Summary:
HOMO level ... -9.3 eV
Gap between HOMO and LUMO ... 10.46 eV
LUMO ... 1.15 eV
Structure (SMILES) ... C[C@H]1CC=CCO1
DFT total energy ... -309.831086 Ha
ΔE to the lowest compared entry with this formula, charge and spin ... 7.1 kcal/mol
Molecular weight ... 98.145 g mol⁻¹

Record 2
The following is a DFT calculation (the ωB97M-V functional and the def2-TZVPD basis) of 2 unconnected molecules or ions with the total composition C22H30ClFN3O2 at a distorted geometry.

```
59
Properties=species:S:1:pos:R:3:forces:R:3
H 1.544 -0.914 4.064 -0.1 0.2 0.1
H 3.635 -1.874 2.244 -0.3 0.3 0.3
C -0.285 1.768 1.373 0.1 0.2 0.2
C -3.253 -3.620 -3.333 0.7 0.1 0.7
C -0.788 1.948 -1.612 0.3 -0.2 0.4
H -0.026 -5.966 -3.036 0.0 0.2 0.2
N 1.621 3.275 1.092 -1.7 -1.6 -0.7
H -2.233 3.780 1.810 -0.1 0.0 0.0
C -1.155 -4.284 -2.283 -0.4 0.2 -0.2
H 2.925 -0.133 3.559 -0.1 0.2 0.3
H -1.078 -4.323 1.053 0.1 0.1 -0.1
H 2.274 2.530 1.273 0.0 -0.1 0.0
C 0.509 2.445 -0.962 -0.4 0.1 -0.6
H 0.978 5.804 0.148 -0.2 0.1 0.0
H 0.960 -4.663 -2.352 0.0 -0.1 0.1
O 0.436 0.862 1.797 0.5 -0.4 0.0
C -0.253 -2.930 -0.364 0.4 0.0 0.3
H -2.087 -5.299 -3.957 0.1 0.1 0.1
H -4.219 -1.891 -2.515 0.1 -0.1 0.0
H 0.580 -3.821 2.821 0.1 0.1 -0.1
C 1.702 -1.709 0.388 -0.2 -0.1 -0.1
C 0.761 -1.990 -0.606 0.2 -0.1 0.7
F -4.207 -3.820 -4.271 0.5 0.1 0.5
C 2.639 -1.989 2.696 0.2 -1.4 -0.9
C -3.362 -2.554 -2.442 -0.2 0.0 -0.1
C 0.641 -3.298 1.870 -0.1 0.2 -0.4
H 1.157 3.240 -2.867 0.0 0.0 0.1
H -2.738 2.908 0.341 -0.1 0.0 0.1
N -1.582 1.777 1.700 -0.4 0.3 -0.2
N 2.150 -0.726 3.269 0.6 0.5 0.7
H -2.473 -1.507 -0.788 0.0 -0.1 -0.1
Cl 0.872 -1.157 -2.139 0.0 -0.3 0.5
H 2.020 3.917 -1.488 0.0 0.2 -0.1
H -0.351 3.744 0.517 0.1 0.2 0.1
H 0.329 5.648 1.804 -0.2 0.1 0.0
C 0.027 -5.223 -2.235 -0.1 0.1 0.0
C 1.042 3.587 -1.839 0.3 -0.2 0.5
H -1.528 2.749 -1.635 -0.1 0.0 -0.1
H 2.707 -2.787 3.448 0.0 0.5 0.0
O 3.189 4.576 1.920 0.2 -0.1 0.0
H 0.052 -5.752 -1.278 0.1 0.0 -0.1
H -3.520 2.570 1.893 0.3 -0.1 -0.1
H -1.893 0.996 2.258 0.2 0.0 0.0
C 2.080 4.479 1.422 0.9 1.7 0.7
C -2.378 -2.345 -1.472 0.0 -0.6 -0.6
H 2.475 -0.978 0.169 0.0 -0.1 0.1
H 0.349 4.429 -1.828 0.0 0.1 -0.1
C 0.322 2.890 0.509 0.5 0.0 -0.1
C 1.644 -2.345 1.637 -0.6 -1.0 -1.0
H -0.584 1.633 -2.637 -0.1 0.0 0.1
H 1.804 6.589 1.505 0.0 -0.2 0.0
H -1.186 1.090 -1.073 -0.2 -0.1 0.0
H 1.591 -0.229 2.557 -0.4 0.6 -0.1
C -0.299 -3.587 0.873 0.6 0.5 0.2
H 1.233 1.630 -0.987 0.1 -0.1 0.2
C -2.570 2.819 1.415 0.2 0.1 -0.2
C -2.154 -4.477 -3.250 -0.3 0.2 0.0
C 1.231 5.713 1.201 0.2 -0.3 -0.1
C -1.272 -3.204 -1.382 -1.0 -0.2 -0.9
```
Positions in Å, forces in eV/Å.

Summary:
HOMO level ... -11.3 eV
Gap between HOMO and LUMO ... 8.37 eV
LUMO ... -2.96 eV
Total charge ... +1
DFT total energy ... -1730.960526 Ha
Molecular weight ... 422.952 g mol⁻¹